w | Density functional theory data (ωB97M-V/def2-TZVPD) for C3H4N4O2 in the gas phase.

```
! wB97M-V def2-TZVPD RIJCOSX def2/J DEFGRID3
* xyz 0 1
H -0.5671 2.3547 2.3523
C 1.1005 -0.9719 0.4811
H 1.9975 -1.4095 0.6311
H 0.9509 -1.6291 -1.6041
C 0.6320 -0.8207 -0.9099
O 0.1797 1.8831 1.9538
O -1.0182 0.2949 2.9243
N -1.7206 1.1120 -2.4533
H -2.5966 0.4749 -2.4474
C 0.6387 -0.2266 1.4575
N -0.2402 0.0702 -1.0266
N -0.7324 0.8025 -1.9002
N -0.1184 0.4952 2.1397
*
```

The SMILES is [H]/N=N\N=C\C=C=[N+]([O-])O. The value obtained for the HOMO-LUMO gap is 8.19 eV.

Results of the Löwdin charge analysis, in e, for atoms 1 through 2: atom 1 (H): 0.11, atom 2 (C): -0.03

x | Density functional theory data (ωB97M-V/def2-TZVPD) for C3H4N4O2 in the gas phase.

```
! wB97M-V def2-TZVPD RIJCOSX def2/J DEFGRID3
* xyz 0 1
C 0.0459 -1.8999 0.1094
N -2.6425 0.6038 0.0322
N -1.1522 -1.3300 0.0693
H 1.8016 2.0938 0.2856
H 3.1629 0.6739 0.2846
O -3.7367 0.2497 -0.3740
H 2.1873 1.1380 -1.1995
C 2.0420 1.0088 -0.1260
C -1.6163 -0.2360 -0.1666
O -2.2764 1.6985 0.4959
H 0.0523 -2.9651 0.4361
N 0.9790 0.1290 0.0953
N 1.1531 -1.1644 0.0578
*
```

The value obtained for the HOMO-LUMO gap (alpha / beta) is 7.11 / 7.26 eV.

Results of the Löwdin charge analysis, in e, for atoms 1 through 2: atom 1 (C): -0.20, atom 2 (N): -0.41

Here is how they stack up, most stable first: x, w.

w | Density functional theory data (ωB97M-V/def2-TZVPD) for a molecular structure, C33H30Br2CoO5SbSe4.

```
! wB97M-V def2-TZVPD RIJCOSX def2/J DEFGRID3
* xyz -2 5
H -6.5470 -1.1778 1.6097
C 3.7172 -2.4453 -0.9551
H 0.1975 -2.5011 0.2797
C 0.7058 -1.1945 2.9850
C 2.7877 2.3039 0.2864
H 0.1572 -2.4002 -4.5420
C -2.9024 -3.5678 -0.6351
C 1.6664 0.4463 -2.9926
Se -4.1512 4.7876 -1.8620
O 0.7497 1.1555 2.4374
C -5.7835 -0.7219 0.9892
C -4.5273 -1.2996 0.9130
C 0.2797 1.2279 1.1265
H -0.7360 -0.1645 5.1046
H 3.6073 4.6896 2.5495
H 1.7221 -1.1200 3.3744
C -2.5977 -4.8859 -0.9040
C 4.6793 0.1203 -0.4726
H 0.2017 2.2677 0.8179
C -3.8146 0.4696 -0.5613
C 2.9309 4.4761 -0.7585
H -3.0461 0.9592 -1.1547
C -2.1841 -1.3049 0.0818
Co 0.1195 0.4597 -2.0185
H 3.3403 -3.4415 -1.1564
Br -0.6530 -0.3209 -5.6383
H -3.3800 -5.5478 -1.2573
H -5.2393 1.9950 -0.9841
H -1.8470 1.2945 0.9075
O 2.5819 0.6710 -3.6354
Se -0.3610 6.3634 -1.8005
Se -1.0307 2.3887 -2.0326
H 1.7839 -1.6796 -0.4394
Br -1.3218 -1.5458 -2.7393
H 2.7879 5.0986 -1.6282
H 6.5885 -0.6471 -1.0215
C 3.3026 -0.1463 -0.2786
O -1.0659 -0.5365 0.2285
C 5.5385 -0.8767 -0.8814
H -1.5769 -2.5314 -4.9889
C 3.1341 2.8822 1.5060
C 2.7095 3.1119 -0.8487
C 3.3750 4.2456 1.5888
C 0.0078 0.1524 3.1163
C -5.0680 1.0548 -0.4700
C -1.0831 0.5677 1.1484
H -0.7453 1.5294 4.5512
C 2.8408 -1.4630 -0.5441
C -1.2998 -5.3704 -0.7446
C -6.0539 0.4558 0.3016
H 5.0457 1.1238 -0.2974
C -0.3025 -4.4961 -0.3174
C 2.4297 0.8619 0.1664
C -1.9063 -2.6687 -0.1792
H 3.3848 6.1167 0.5383
C -0.1862 0.5954 4.5485
H 0.1587 -1.9595 3.5378
H -1.0693 -6.4065 -0.9589
H 0.7562 -1.4833 1.9335
H 3.1740 2.2684 2.3936
Se -1.7927 4.2502 1.4315
Sb -1.8841 4.6571 -0.9868
C -3.5262 -0.7113 0.1328
H 0.7856 0.7508 5.0190
O 1.1052 0.4782 0.2462
O -1.2583 0.1355 2.4715
H -4.3015 -2.1954 1.4789
C -0.8041 -1.9038 -4.5655
C 3.2599 5.0445 0.4619
H 0.7143 -4.8523 -0.1996
H -7.0282 0.9216 0.3868
C 5.0740 -2.1702 -1.1229
H 5.7563 -2.9473 -1.4439
H -3.9068 -3.2029 -0.7959
H 2.4132 2.6840 -1.7943
C -0.5889 -3.1745 -0.0424
*
```

As for the expectation value of S²: 6.12. The value obtained for the HOMO-LUMO gap (alpha / beta) is 4.64 / 4.39 eV.

Results of the Löwdin charge analysis, in e, for atoms 1 through 2: atom 1 (H): 0.09, atom 2 (C): -0.09

x | Density functional theory data (ωB97M-V/def2-TZVPD) for a molecular structure, C33H30Br2CoO5SbSe4.

```
! wB97M-V def2-TZVPD RIJCOSX def2/J DEFGRID3
* xyz -2 5
C -3.2216 -0.7180 3.8612
C 5.5319 -0.7778 1.7465
C 2.5546 2.1855 0.7788
C 4.1427 -1.6668 3.4762
H -3.7797 1.8993 1.5590
O 2.1722 1.9234 3.7454
C -0.3660 -1.9570 1.7730
C -2.4458 5.4639 1.0149
H 3.5391 5.4048 -1.1603
H -0.6410 4.7982 1.9383
C -3.3955 2.9040 1.4378
Co -0.4265 -0.3633 0.3350
C 5.3582 -1.6575 2.8028
H 0.5510 3.1978 1.7914
C -4.2010 3.8456 0.8217
Sb -5.0908 -0.9122 -1.0961
H -2.5659 1.0945 6.6365
H 2.6006 4.5411 3.5297
C -1.1669 2.0546 2.2394
O 1.4196 0.0635 0.7318
H 4.6588 0.7540 0.5386
O 0.3589 3.2927 3.8396
C 2.0969 0.9347 1.5415
C -2.5560 0.7905 5.5954
C 3.2985 0.1110 2.0610
H -2.0604 6.4646 0.8518
H 6.4651 -0.7672 1.1948
H 0.7337 0.5273 3.1759
C 1.2526 1.4094 2.7764
H -4.3317 5.8530 0.0622
C -1.8591 1.2094 3.3158
C 3.2618 4.5094 -0.6165
H 6.1545 -2.3314 3.0960
C 1.8797 2.5517 -0.3816
H 3.9795 -2.3601 4.2933
C 2.2311 3.7005 -1.0751
H 4.7208 4.7978 0.9331
H 2.1883 -0.8367 3.6372
C -3.7225 5.1301 0.5920
C 3.5735 3.0133 1.2434
C -3.2097 -0.3701 5.2041
C 1.2366 2.4271 5.8988
H 1.0585 1.9346 -0.7167
Se -2.5983 -0.6556 -0.8696
H 2.1634 2.2298 6.4402
C -1.9030 1.5805 4.6590
C -2.0950 3.2141 1.8326
C 2.4908 4.1435 4.5382
Se -5.6920 -3.2335 -1.2481
H -3.7658 -1.5926 3.5251
C 2.0621 -1.7670 -2.4040
H 0.6513 3.1664 6.4484
Br 3.3237 -0.3379 -2.2104
H 0.6605 1.5053 5.8263
H 2.0820 4.9183 5.1884
C 3.9265 4.1654 0.5525
C -1.6380 4.5118 1.6276
H 3.4706 3.8412 4.9121
H 4.0912 2.7533 2.1579
O 0.0200 -2.7241 2.4999
H -2.5908 -0.1971 1.8774
C 4.5104 0.0896 1.3792
C -2.5522 0.0638 2.9294
H 1.6870 3.9674 -1.9730
Se -6.2620 0.4023 0.6472
H -5.1934 3.5544 0.4990
O -0.8943 1.3411 1.0969
C 0.2465 2.5512 2.6156
C 1.5562 2.9433 4.5021
H -1.4353 2.5030 4.9679
Se -5.9530 0.6925 -2.6914
H 2.1063 -2.1217 -3.4256
Br 0.1938 -1.2522 -2.1159
C 3.1293 -0.7990 3.1042
H 2.2937 -2.5435 -1.6871
H -3.7242 -0.9827 5.9349
*
```

As for the expectation value of S²: 6.03. The value obtained for the HOMO-LUMO gap (alpha / beta) is 5.93 / 5.70 eV.

Results of the Löwdin charge analysis, in e, for atoms 1 through 2: atom 1 (C): -0.07, atom 2 (C): -0.10

Here is how they stack up, most stable first: x, w.

w | Density functional theory data (ωB97M-V/def2-TZVPD) for 2 unconnected molecules or ions with the total composition C4H12S.

```
! wB97M-V def2-TZVPD RIJCOSX def2/J DEFGRID3
* xyz 0 1
C 1.1899 -0.1818 -2.5487
H -1.9663 -1.1431 2.8333
H 0.6702 -1.1276 -2.6764
H 1.9268 -0.3293 -1.7847
H -0.3913 -1.7665 2.3953
H -0.8575 1.0183 3.6006
H -0.8588 -0.2538 -3.8773
C 0.3257 1.0474 -2.3736
H -0.3216 0.5888 1.8917
S -1.2419 0.9109 -3.3497
C -0.3509 0.3060 2.9422
C -0.9135 -1.1076 3.1032
H 0.6983 0.3587 3.2359
H 1.8464 0.0028 -3.4044
H 0.7924 1.9569 -2.7239
H -0.6634 -1.5466 4.0710
H 0.1155 1.2665 -1.3345
*
```

The SMILES is CCS.CC. The value obtained for the HOMO-LUMO gap is 9.88 eV.

Results of the Löwdin charge analysis, in e, for atoms 1 through 2: atom 1 (C): -0.19, atom 2 (H): 0.06

x | Density functional theory data (ωB97M-V/def2-TZVPD) for 2 unconnected molecules or ions with the total composition C4H12S.

```
! wB97M-V def2-TZVPD RIJCOSX def2/J DEFGRID3
* xyz 0 1
H -3.0797 -1.1171 -0.7493
H -1.5147 0.1983 1.5293
H 2.8813 -1.4257 -1.3606
C 2.1213 -0.9343 -0.7552
H 1.2711 1.3204 0.8099
H -3.7193 0.0778 0.3785
H -3.1826 -1.5491 0.9014
H 1.2782 -1.5627 -0.4849
C -2.9661 -0.6960 0.2534
H 1.4751 2.6518 -0.3062
H 2.6766 -0.8146 0.1850
H -1.3625 0.6816 -0.1599
C -1.5618 -0.1612 0.5027
C 1.8966 1.6940 0.0007
H -0.7918 -0.9049 0.3219
H 2.9017 1.8473 0.3809
S 1.6766 0.6946 -1.4478
*
```

The SMILES is CSC.CC. The value obtained for the HOMO-LUMO gap is 9.55 eV.

Results of the Löwdin charge analysis, in e, for atoms 1 through 2: atom 1 (H): 0.06, atom 2 (H): 0.06

y | Density functional theory data (ωB97M-V/def2-TZVPD) for 2 unconnected molecules or ions with the total composition C4H12S.

```
! wB97M-V def2-TZVPD RIJCOSX def2/J DEFGRID3
* xyz 0 1
C 2.5022 -0.1212 -1.7938
H -3.6094 -1.2201 0.9320
H 3.3299 0.4297 -1.3470
C -2.7413 0.7793 0.7119
H 2.8162 -1.0042 -2.3356
H 1.8736 0.6476 1.3476
H -2.7759 -0.6060 2.3994
C -3.3590 -0.3444 1.5219
H 1.5229 1.6648 -0.0370
H -4.2953 -0.0069 1.9707
H -3.3459 1.0700 -0.1473
H -2.5686 1.6649 1.3149
C 1.2035 0.7621 0.4816
H 0.1964 0.8769 0.8754
S 1.2972 -0.6865 -0.5736
H 2.0185 0.5511 -2.4934
H -1.7792 0.4743 0.2906
*
```

The SMILES is CSC.CC. The value obtained for the HOMO-LUMO gap is 9.50 eV.

Results of the Löwdin charge analysis, in e, for atoms 1 through 2: atom 1 (C): -0.44, atom 2 (H): 0.06

Here is how they stack up, most stable first: y, x, w.